A molecular structure, C4H8O in a non-equilibrium geometry. Source: OMol25; level of theory: wB97M-V/def2-TZVPD.

Each line ends with the natural charge from an NBO analysis.
Atoms and positions in Å:
O 0.76 -1.50 -0.37  -0.518
C -0.83 1.12 -0.79  -0.613
C -0.42 -1.14 0.38  -0.060
C -0.04 0.36 0.28  -0.252
C 1.33 -0.27 -0.01  -0.100
H -0.34 -1.54 1.41  0.175
H -0.36 2.08 -1.00  0.214
H -0.91 0.56 -1.72  0.214
H -1.85 1.32 -0.43  0.211
H 2.37 -0.04 -0.02  0.247
H 1.90 -0.32 1.14  0.093
H -0.01 0.91 1.21  0.207
H -1.35 -1.49 -0.08  0.182

For the LUMO energy, the calculation gives 1.04 eV. The calculation puts the frontier orbital gap at 10.0 eV. Its charge is 0. For the energy relative to the best compared isomer or geometry (same formula, charge and spin), the calculation gives 321.8 kJ/mol. The HOMO energy comes out at -8.98 eV.

---

A single C4H8O molecule. Source: OMol25; level of theory: wB97M-V/def2-TZVPD.

Each line ends with the natural charge from an NBO analysis.
Atoms and positions in Å:
O -1.43 -0.63 -1.63  -0.711
C 0.79 0.28 1.21  -0.413
C 0.68 1.09 -0.05  -0.431
C 0.44 -0.39 -0.09  -0.259
C -0.97 -0.89 -0.32  -0.060
H 1.59 1.47 -0.50  0.220
H 1.77 0.11 1.64  0.218
H -1.32 0.32 -1.77  0.461
H -1.01 -1.98 -0.20  0.186
H 1.22 -0.98 -0.56  0.218
H -1.64 -0.45 0.43  0.152
H -0.01 0.38 1.94  0.212
H -0.18 1.76 -0.14  0.205

For the LUMO energy, the calculation gives 1.08 eV. Its structure (SMILES) is OCC1CC1. The calculation puts the frontier orbital gap at 11.3 eV. Its charge is 0. For the energy relative to the best compared isomer or geometry (same formula, charge and spin), the calculation gives 101.6 kJ/mol. The HOMO energy comes out at -10.24 eV.

---

A single C4H8O molecule. Source: OMol25; level of theory: wB97M-V/def2-TZVPD.

Each line ends with the natural charge from an NBO analysis.
Atoms and positions in Å:
O 0.68 -0.79 -0.62  -0.506
C -0.50 -0.08 -0.92  -0.071
C 1.61 -0.22 0.19  0.162
C -1.65 -0.50 0.00  -0.635
C 1.44 0.88 0.92  -0.560
H -1.45 -0.22 1.04  0.211
H -1.74 -1.59 -0.05  0.216
H -0.72 -0.31 -1.97  0.187
H -0.33 1.00 -0.85  0.178
H 0.44 1.31 1.00  0.198
H 2.55 -0.77 0.16  0.188
H 2.28 1.36 1.41  0.218
H -2.60 -0.06 -0.30  0.214

For the LUMO energy, the calculation gives 1.13 eV. Its structure (SMILES) is C=COCC. The calculation puts the frontier orbital gap at 10.0 eV. Its charge is 0. For the energy relative to the best compared isomer or geometry (same formula, charge and spin), the calculation gives 106.1 kJ/mol. The HOMO energy comes out at -8.90 eV.

---

What did the second record say?
A single C4H8O molecule. Source: OMol25; level of theory: wB97M-V/def2-TZVPD.

Each line ends with the natural charge from an NBO analysis.
Atoms and positions in Å:
O -1.43 -0.63 -1.63  -0.711
C 0.79 0.28 1.21  -0.413
C 0.68 1.09 -0.05  -0.431
C 0.44 -0.39 -0.09  -0.259
C -0.97 -0.89 -0.32  -0.060
H 1.59 1.47 -0.50  0.220
H 1.77 0.11 1.64  0.218
H -1.32 0.32 -1.77  0.461
H -1.01 -1.98 -0.20  0.186
H 1.22 -0.98 -0.56  0.218
H -1.64 -0.45 0.43  0.152
H -0.01 0.38 1.94  0.212
H -0.18 1.76 -0.14  0.205

For the LUMO energy, the calculation gives 1.08 eV. Its structure (SMILES) is OCC1CC1. The calculation puts the frontier orbital gap at 11.3 eV. Its charge is 0. For the energy relative to the best compared isomer or geometry (same formula, charge and spin), the calculation gives 101.6 kJ/mol. The HOMO energy comes out at -10.24 eV.